#a
The following is a quantum chemistry calculation of a 5-piece molecular cluster, C8H24ClO8 overall, from OMol25.

Output
Total charge: -1
Frontier orbital gap (eV): 9.35
2S+1: 1
Highest occupied orbital energy (eV): -6.4

Last column: Mulliken charge in e.
Positions of all 41 atoms, in Å:
H -37.90 26.50 -30.49  0.29
H -35.06 29.69 -23.58  0.27
Cl -36.35 24.70 -25.83  1.83
H -36.28 27.42 -24.36  0.27
H -40.61 21.44 -28.15  0.30
H -40.22 28.20 -27.06  0.42
H -39.71 21.40 -26.12  0.29
H -35.77 27.87 -29.78  0.37
H -37.51 20.03 -27.79  0.28
H -40.83 26.51 -28.64  0.37
H -38.10 21.75 -28.12  0.10
C -37.00 25.96 -30.22  -0.17
H -36.26 28.71 -26.18  -0.08
O -35.38 25.72 -26.05  -0.71
H -36.63 27.29 -28.42  -0.11
H -37.38 21.19 -26.55  0.24
H -35.27 26.33 -29.00  0.26
H -38.81 27.74 -27.75  0.02
H -38.48 26.22 -26.07  0.19
O -37.16 24.98 -24.68  -0.70
C -40.33 26.14 -27.74  -0.92
H -39.61 25.37 -27.99  0.16
C -36.41 29.12 -25.18  0.16
H -41.06 25.72 -27.05  0.27
H -39.46 19.73 -26.34  0.29
C -39.39 20.68 -26.87  -0.44
H -34.32 28.55 -24.77  0.33
O -36.19 25.59 -31.31  -0.53
C -37.99 20.93 -27.41  -0.54
H -36.47 26.17 -32.02  0.32
C -36.11 26.94 -29.32  -0.48
H -37.32 25.09 -29.65  0.02
O -39.14 26.87 -25.83  -0.46
C -39.58 27.32 -27.10  -0.13
O -40.33 20.55 -27.91  -0.53
H -37.00 30.04 -25.23  0.39
O -36.96 28.09 -24.34  -0.49
O -35.62 23.46 -25.70  -0.74
O -37.23 24.66 -26.94  -0.59
C -35.01 29.38 -24.62  -1.23
H -34.52 30.24 -25.08  0.40

***

#b
The following is a quantum chemistry calculation of a 5-piece molecular cluster, C8H24ClO8 overall, from OMol25.

Output
Total charge: -1
Frontier orbital gap (eV): 8.35
2S+1: 1
Highest occupied orbital energy (eV): -5.3

Last column: Mulliken charge in e.
Positions of all 41 atoms, in Å:
H -0.47 -1.28 -2.92  0.28
H 4.62 1.70 0.54  0.29
H 1.32 -1.60 -1.76  0.32
H 0.09 2.67 2.89  0.13
O 3.16 -0.92 0.80  -0.38
C -2.20 -0.52 -2.73  0.00
O -0.82 -2.50 -0.24  -0.51
Cl 0.00 0.65 0.07  -0.80
C 0.42 -3.20 -0.50  -0.39
H -0.97 2.46 4.31  0.35
C 3.32 1.20 1.92  -0.28
O 3.70 1.91 0.69  -0.50
H -3.36 2.46 -3.56  0.30
H 2.26 1.33 2.11  0.20
H -4.01 0.34 -3.18  0.35
C 1.10 -2.66 -1.73  -0.34
H -0.62 0.67 2.30  0.19
H 2.04 -3.16 -1.95  0.37
O -0.88 0.84 3.21  -0.51
C -0.86 2.26 3.24  -0.17
H 0.32 -4.28 -0.58  0.36
C 3.80 -0.28 1.90  -0.49
O -0.87 -0.45 -3.21  -0.54
H 1.02 -3.02 0.40  0.25
C -2.98 0.52 -3.50  -0.66
H 3.29 -0.76 2.74  0.28
H -1.92 2.42 1.40  0.24
O -2.65 1.86 -3.32  -0.50
C -2.02 2.81 2.42  -0.32
H -2.21 -0.24 -1.68  0.10
O 0.32 -2.93 -2.92  -0.58
O -3.31 2.37 2.92  -0.54
H -0.60 -1.60 -0.02  0.12
H -2.05 3.89 2.53  0.26
H 4.89 -0.34 1.80  0.33
H 3.90 1.66 2.72  0.34
H 2.23 -0.71 0.86  0.21
H -3.07 0.20 -4.54  0.31
H 0.25 -3.88 -3.01  0.28
H -3.61 1.66 2.34  0.31
H -2.54 -1.55 -2.77  0.35

***

Stability ranking, top and bottom: #b is the most stable and #a is the least stable.

***

#a
The following is a quantum chemistry calculation of a 8-piece molecular cluster, C16H48O8 overall, from OMol25.

Output
Total charge: 0
Frontier orbital gap (eV): 9.79
2S+1: 1
SMILES: CCO.CCO.CCO.CCO.CCO.CCO.CCO.CCO
Highest occupied orbital energy (eV): -9.5

Last column: Mulliken charge in e.
Positions of all 72 atoms, in Å:
C -2.21 2.70 -1.59  -0.60
H 0.86 -2.99 -0.23  0.18
H 2.19 -5.72 -1.83  0.32
O 0.99 -0.62 -0.09  -0.40
H 1.59 1.34 0.23  0.33
H 3.55 -0.32 3.70  0.19
C -0.27 0.85 1.34  -0.93
C 3.96 0.26 4.52  -0.84
H -0.24 -3.89 -1.63  -0.05
C 2.38 0.32 -2.79  -0.77
H 6.03 0.31 4.58  0.24
H -4.46 5.64 2.31  0.26
H -2.57 -2.07 -4.84  0.41
H -2.50 -4.44 0.72  0.31
H 5.13 0.72 2.36  0.28
H 0.71 -6.06 -2.80  0.35
H 4.29 -0.42 -2.63  0.33
H 4.17 -0.36 5.39  0.33
H -2.00 -4.58 2.38  0.35
H -0.55 0.12 2.09  0.21
C -2.30 4.19 -1.46  -0.42
H 1.76 0.25 1.59  -0.08
H 1.78 -0.71 -0.63  0.17
H -3.54 -3.94 1.89  0.35
H -1.13 2.54 -1.65  0.10
H 0.77 -6.32 -1.06  0.33
C 0.82 -4.16 -1.63  0.69
H -3.02 5.65 3.48  0.31
H -1.50 -1.92 -0.30  0.24
H 3.11 0.85 4.87  0.25
H 1.51 0.61 -2.20  -0.06
C -2.00 -1.98 -2.90  -0.22
H -0.83 -1.89 -4.69  0.24
H -1.94 4.64 -0.53  0.21
H -2.27 6.68 1.73  0.26
O 5.14 1.48 2.95  -0.47
H -2.64 2.23 -0.70  0.23
O -2.20 -1.91 0.35  -0.54
O -0.67 -1.70 -2.43  -0.12
H -4.07 3.19 1.92  0.28
C -3.47 5.28 2.55  -0.23
H -2.30 5.69 -2.58  0.34
C 5.25 1.01 4.28  -0.28
C 3.68 0.30 -2.08  -0.20
H -0.73 -0.78 -2.17  -0.03
H 4.33 -0.27 -0.42  0.23
H -3.50 3.41 3.58  0.36
H -2.43 3.40 2.10  0.00
C -3.37 3.73 2.55  -0.71
H 2.43 0.92 -3.70  0.42
H -0.73 -2.80 1.42  0.14
O 1.06 -3.92 -0.28  -0.62
H 2.03 -0.67 -3.07  0.20
C 1.10 -5.67 -1.87  -1.36
H 4.20 1.25 -1.99  0.36
C -1.70 -2.40 -4.27  -1.22
O -1.74 4.91 -2.50  -0.54
H 5.36 1.84 4.98  0.30
C 1.10 0.51 0.76  0.20
H -1.05 0.76 0.58  0.09
H -0.43 1.83 1.78  0.37
O -2.52 5.75 1.64  -0.48
H 1.48 -3.48 -2.17  0.05
H -2.61 -1.08 -2.85  0.44
H -1.69 -3.48 -4.44  0.29
H -1.95 -1.95 2.34  0.29
H -2.76 2.33 -2.45  0.34
C -2.47 -3.91 1.67  -1.34
C -1.79 -2.60 1.49  0.17
O 3.46 -0.27 -0.83  -0.48
H -3.37 4.43 -1.42  0.33
H -2.72 -2.62 -2.38  0.31

***

#b
The following is a quantum chemistry calculation of a 8-piece molecular cluster, C16H48O8 overall, from OMol25.

Output
Total charge: 0
Frontier orbital gap (eV): 10.31
2S+1: 1
SMILES: CCO.CCO.CCO.CCO.CCO.CCO.CCO.CCO
Highest occupied orbital energy (eV): -9.8

Last column: Mulliken charge in e.
Positions of all 72 atoms, in Å:
O 0.31 -3.36 7.92  -0.52
H 0.56 -2.22 10.16  0.31
O 1.03 -5.02 15.08  -0.50
C 2.86 -7.02 12.20  -0.71
H -2.00 -9.11 16.20  0.32
O -3.00 0.53 15.14  -0.53
C 0.27 -4.07 14.33  -0.21
H -6.07 -6.50 13.17  0.32
H -0.96 -2.97 10.47  0.00
H 2.26 -6.18 11.82  0.22
O -5.75 -6.47 15.16  -0.52
H 5.72 -5.63 18.02  0.34
H 4.75 -6.04 12.00  0.27
C 3.57 -5.10 18.16  -0.23
H 1.45 -4.59 15.83  0.20
H -3.92 -2.64 15.22  0.19
H -1.68 -3.03 8.28  0.20
H -0.82 -5.77 13.51  -0.09
H -1.19 -4.23 12.72  0.30
H 0.38 -8.73 17.22  0.34
C -0.49 -2.18 9.86  -0.71
H -0.08 -10.35 12.93  0.22
H 2.29 -7.89 11.89  0.15
C -0.46 -8.35 12.14  -0.82
H 3.31 -6.92 9.84  0.30
H -1.94 -10.16 11.31  0.30
H -0.34 -7.87 11.17  0.48
H -0.41 -3.53 15.01  0.18
H 0.93 -8.64 15.58  0.21
C -1.04 -9.44 15.78  -0.93
H 3.05 -3.36 17.45  0.25
C 0.04 -8.48 16.21  -0.04
H -4.83 -0.41 15.42  0.30
C -0.13 -9.83 11.97  -0.32
C -5.22 -6.53 13.85  -0.30
C 4.24 -6.92 11.58  -0.28
H -3.47 1.35 14.98  0.30
H -0.97 -1.28 10.25  0.37
H -4.07 -0.68 13.84  0.27
H -2.23 -1.92 15.04  0.09
H 4.81 -5.66 16.52  0.20
H 0.19 -7.90 12.89  -0.06
H 0.23 -6.59 15.66  0.31
H 0.90 -3.26 13.93  0.31
C -0.41 -4.81 13.21  -0.33
H -3.45 -5.49 14.39  0.21
H 5.25 -4.13 17.21  0.31
O 4.21 -6.80 10.16  -0.52
H 3.12 -6.09 18.16  0.25
H 3.65 -4.75 19.20  0.28
O 2.66 -4.24 17.47  -0.50
C -3.87 -0.56 14.91  -0.33
H -1.48 -8.24 12.49  0.47
H 2.93 -6.93 13.29  0.31
H 0.85 -9.96 11.51  0.33
C -3.23 -1.83 15.45  -0.67
O -1.06 -10.49 11.13  -0.54
H -4.73 -7.51 13.71  0.22
H 0.67 -2.98 7.12  0.30
O -0.42 -7.15 16.11  -0.46
H -1.13 -9.44 14.70  -0.02
H -4.66 -4.46 13.64  0.27
H -3.15 -1.81 16.54  0.37
H 0.30 -4.95 12.38  0.03
H -3.76 -5.55 12.59  0.35
H 4.83 -7.80 11.82  0.26
H -0.87 -10.44 16.18  0.35
H -0.76 -1.59 7.79  0.33
C -4.19 -5.45 13.58  -0.83
C 4.92 -5.14 17.47  -0.94
C -0.74 -2.49 8.40  -0.26
H -5.04 -6.28 15.78  0.30

***

Stability ranking, top and bottom: #b is the most stable and #a is the least stable.

***

#a
The following is a quantum chemistry calculation of a 3-piece molecular cluster, C4H15NO2 overall, from OMol25.

Output
Total charge: -1
Frontier orbital gap (spin up / spin down) (eV): 1.64 / 9.42
2S+1: 2
Highest occupied orbital energy (spin up / spin down) (eV): 1.0 / -6.8

Last column: Mulliken spin population.
Positions of all 22 atoms, in Å:
C 1.03 2.01 0.31  -0.05
H 1.85 4.06 0.39  0.01
H 1.90 3.29 -2.32  -0.01
H 2.85 3.08 -0.47  -0.01
H -5.01 -5.00 -1.20  -0.50
O -4.82 -5.52 -0.39  1.65
H 0.30 3.81 -1.87  0.00
H 0.53 0.78 -1.52  0.00
O -2.15 -6.67 0.50  0.67
H -2.91 -6.24 0.07  -0.21
C 1.12 0.78 -0.61  0.24
C 1.51 1.81 1.76  0.03
H 1.41 2.71 2.41  0.00
H 2.18 0.63 -0.89  0.01
C 1.76 3.22 -0.29  0.02
H -1.84 -6.04 1.16  -0.19
H 2.53 1.39 1.68  -0.01
H -5.03 -4.89 0.33  -0.47
N 1.21 3.48 -1.62  -0.01
H 0.00 2.38 0.38  -0.01
H 0.69 -0.09 -0.06  -0.15
H 0.90 1.02 2.22  -0.01

***

#b
The following is a quantum chemistry calculation of a 3-piece molecular cluster, C4H15NO2 overall, from OMol25.

Output
Total charge: -1
Frontier orbital gap (spin up / spin down) (eV): 2.11 / 9.20
2S+1: 2
Highest occupied orbital energy (spin up / spin down) (eV): 1.2 / -6.0

Last column: Mulliken spin population.
Positions of all 22 atoms, in Å:
H 0.27 0.18 -1.10  -0.08
H 2.06 1.75 -2.70  -0.02
H 3.50 1.48 -1.69  -0.01
H 2.38 1.43 0.35  -0.04
H -0.89 2.18 -0.56  0.03
H -0.38 2.15 1.03  -0.10
H 2.34 0.10 -1.85  -0.07
C -0.58 1.43 0.23  0.14
C -1.89 0.68 0.52  0.62
H -1.69 -0.31 0.92  0.00
H -2.43 -4.24 2.98  -0.62
O 0.22 -2.45 -0.05  0.36
H -1.38 -3.94 2.01  -0.07
C 2.46 1.18 -1.86  0.11
N 0.55 0.71 -0.28  -0.08
C 1.73 1.53 -0.53  0.15
H 0.28 -1.47 -0.07  -0.04
H -2.49 0.49 -0.37  -0.06
H 1.46 2.60 -0.51  0.01
H -2.49 1.17 1.28  -0.26
O -2.34 -4.08 2.03  1.17
H -0.69 -2.59 0.23  -0.15

***

Stability ranking, top and bottom: #a is the most stable and #b is the least stable.

***

#a
The following is a quantum chemistry calculation of C3H11N2 as an isolated structure, from OMol25.

Output
Total charge: +2
Frontier orbital gap (spin up / spin down) (eV): 8.91 / 6.92
2S+1: 2
Highest occupied orbital energy (spin up / spin down) (eV): -21.4 / -21.1

Last column: Mulliken spin population.
Positions of all 16 atoms, in Å:
H 2.61 0.91 1.30  0.02
N 0.92 -0.32 0.84  0.49
N -2.07 0.19 -1.05  0.86
H -3.05 0.02 -0.88  0.00
H 0.11 0.72 0.72  -0.04
H 2.42 0.48 -0.48  0.01
H -1.95 1.17 -0.80  -0.02
H 0.34 0.22 -1.21  0.07
H 2.95 -0.78 0.92  0.03
H -1.63 -0.31 0.84  0.11
H 0.41 -1.51 -0.77  0.04
H -1.55 -1.71 -0.22  0.03
C 2.33 0.06 0.59  0.04
C -1.31 -0.63 -0.12  -0.05
H -0.69 2.00 0.65  -0.66
C 0.14 -0.51 -0.34  0.06

***

#b
The following is a quantum chemistry calculation of an isolated ion of composition C3H11N2 and charge +2, from OMol25.

Output
Total charge: +2
Frontier orbital gap (spin up / spin down) (eV): 13.92 / 8.19
2S+1: 2
Highest occupied orbital energy (spin up / spin down) (eV): -21.7 / -22.0

Last column: Mulliken spin population.
Positions of all 16 atoms, in Å:
H 1.20 0.67 2.00  0.12
H 2.36 -0.98 0.31  -0.02
H 1.23 1.08 0.51  0.06
C 0.77 0.25 1.05  0.06
N 1.30 -0.98 0.51  0.72
H -2.27 0.64 -0.59  0.01
H 1.15 -1.95 0.84  -0.01
H -0.74 1.78 -0.49  0.00
H -0.99 -0.79 -2.06  0.00
C -0.66 0.11 0.87  0.01
H -0.07 0.46 -2.40  0.00
C -1.10 0.69 -0.47  0.01
H -1.24 0.65 1.79  0.00
H 0.42 -0.68 -1.19  -0.01
N -0.40 -0.03 -1.60  0.04
H -0.96 -0.93 0.92  0.01

***

Stability ranking, top and bottom: #b is the most stable and #a is the least stable.